Record 1
This record from the Open Molecules 2025 dataset describes the ion C8H7N2S with charge +1 in a non-equilibrium geometry. The level of theory is ωB97M-V/def2-TZVPD.

Properties
Charge: +1
E_tot (hartree): -816.42095
Molar mass (g/mol): 163.23
HOMO energy (eV): -12.9

```
18
Properties=species:S:1:pos:R:3:forces:R:3:lowdin_charge:R:1
C -1.6429 1.7013 -0.0219 2.890 -2.441 1.524 0.030
C -0.5448 2.5602 0.1560 -0.866 0.200 -2.286 -0.033
C -1.4586 0.2740 -0.0068 1.985 2.400 -0.669 0.026
C 0.7712 2.1112 0.0531 -0.465 -0.235 0.865 0.015
C -0.1719 -0.2254 0.0276 1.243 -0.367 0.302 -0.051
C 0.9801 0.6978 0.1300 -0.829 0.304 -0.463 -0.203
C 0.0836 -1.7320 0.0378 2.021 0.312 0.899 -0.412
C 2.3412 0.3841 0.1421 1.307 -1.177 -0.831 -0.477
N 1.2143 -2.1080 0.5696 -0.366 0.782 0.153 0.115
N -0.8294 -2.6412 -0.3572 -1.039 0.460 -0.138 0.159
S 3.8513 0.2090 -0.0611 -2.151 0.333 0.584 1.054
H -2.6260 2.0073 0.0016 -1.877 1.172 -0.272 0.096
H -0.7572 3.6030 -0.0702 0.221 0.064 0.717 0.123
H -2.2754 -0.3564 -0.1769 -1.071 -0.903 0.062 0.104
H 1.5909 2.8654 -0.0239 -0.636 -1.014 0.181 0.149
H 1.4584 -3.1124 0.7909 -0.916 1.409 -0.874 0.101
H -1.5922 -2.7559 -1.0110 0.170 1.221 0.030 0.130
H -0.3926 -3.4819 -0.1799 0.380 -2.520 0.215 0.072
```
Positions in Å, forces in eV/Å.

Record 2
This record from the Open Molecules 2025 dataset describes the ion C4H9N2O4 with charge +1 in a non-equilibrium geometry. The level of theory is ωB97M-V/def2-TZVPD.

Properties
Charge: +1
E_tot (hartree): -567.98421
Molar mass (g/mol): 149.13
HOMO energy (eV): -14.4
SMILES string: NC(C[NH3+])(OC=O)OC=O

```
19
Properties=species:S:1:pos:R:3:forces:R:3:lowdin_charge:R:1
C -2.2300 0.9742 -0.4866 -3.441 -2.883 1.823 -0.249
C -0.3612 -2.1323 0.1672 -1.074 2.228 2.034 -0.188
C 1.3807 0.6626 -0.1457 -1.619 0.617 3.003 -0.027
C -0.1469 0.5054 0.3014 2.676 -1.315 1.851 -0.563
N 1.9436 -0.3624 -1.0916 -5.787 1.141 0.260 0.200
N -0.4338 1.2757 1.4777 -3.233 0.037 -1.259 0.145
O -2.8507 0.4548 0.4388 1.575 1.633 -1.471 0.097
O 0.2831 -2.4386 -0.7854 0.571 0.234 -1.136 0.103
O -0.9510 0.8226 -0.7587 1.354 0.790 -0.319 0.100
O -0.4321 -0.8384 0.7105 -0.370 -3.838 0.042 0.019
H -2.7224 1.3601 -1.3225 -0.833 1.246 -1.334 0.144
H -0.9695 -2.8298 0.8058 0.569 0.692 -0.582 0.188
H 1.2785 1.6832 -0.4862 1.059 0.126 -0.833 0.139
H 1.9349 0.6777 0.8355 -0.274 -0.083 -1.259 0.159
H 2.4534 -0.9970 -0.5607 2.389 -1.061 0.463 0.127
H 2.2908 0.1938 -1.8598 0.768 -0.993 -0.564 0.169
H 0.0185 1.0656 2.3425 0.989 -0.517 0.070 0.101
H -1.4811 0.9950 1.6636 2.410 1.050 -0.216 0.141
H 0.9951 -1.0723 -1.2458 2.271 0.896 -0.571 0.191
```
Positions in Å, forces in eV/Å.

Record 3
This record from the Open Molecules 2025 dataset describes the ion C6H12NO with charge -1 in a non-equilibrium geometry. The level of theory is ωB97M-V/def2-TZVPD.

Properties
Charge: -1
E_tot (hartree): -365.76850
Molar mass (g/mol): 114.17
HOMO energy (eV): -2.5
SMILES string: C=C(C)C[C@@H](N)C[O-]

```
20
Properties=species:S:1:pos:R:3:forces:R:3:lowdin_charge:R:1
C -1.0417 -1.4220 1.4834 0.152 1.554 -0.403 -0.499
O -2.2083 -0.8237 1.2367 -0.168 -0.363 -0.533 -0.358
C 0.2292 -0.9445 0.5577 -1.365 0.239 1.353 -0.378
C 0.0480 0.5623 0.4103 0.851 0.731 0.135 -0.167
C 0.2090 1.1423 -0.9747 -1.001 -0.566 -0.386 -0.363
C 1.0511 2.1083 -1.3198 0.797 -0.216 1.168 0.001
C -0.7359 0.5513 -1.9967 -0.079 1.048 -0.704 -0.073
N 1.4745 -1.2888 1.2811 -0.050 -0.048 -1.266 -0.005
H -1.0499 -2.5291 1.3986 0.175 -0.295 0.296 0.071
H -0.6910 -1.0729 2.5039 0.370 -0.778 0.023 0.080
H 0.1548 -1.4005 -0.4280 0.315 -0.403 0.074 0.108
H 0.7132 1.1025 1.1031 0.160 -0.165 -0.149 0.106
H -0.9632 0.7721 0.7927 -0.216 -0.150 -0.435 0.103
H 1.1275 2.5893 -2.2797 -0.127 -0.131 -0.287 0.036
H 1.7947 2.3522 -0.5606 -0.078 0.484 -0.192 0.045
H -0.4439 -0.4631 -2.2449 -0.279 -0.296 0.190 0.066
H -0.6986 1.1145 -2.9426 0.271 -0.034 0.156 0.063
H -1.7799 0.6266 -1.6897 0.072 -0.527 0.363 0.082
H 1.4528 -0.7141 2.1129 0.050 -0.237 0.284 0.037
H 1.3574 -2.2626 1.5562 0.147 0.152 0.313 0.044
```
Positions in Å, forces in eV/Å.

Record 4
This record from the Open Molecules 2025 dataset describes an isolated molecule of C15H22O2. The level of theory is ωB97M-V/def2-TZVPD.

Properties
E_tot (hartree): -735.22035
Molar mass (g/mol): 234.34
HOMO energy (eV): -8.7
SMILES string: Cc1ccc(C(C)C)c(OC[C@H]2CCOC2)c1

```
39
Properties=species:S:1:pos:R:3:forces:R:3:lowdin_charge:R:1
C 3.0649 -2.3972 2.8665 -0.035 -0.012 -0.036 -0.052
C 2.5973 -1.5777 1.6964 -0.048 0.115 -0.155 -0.272
C 3.4486 -1.2682 0.6402 0.023 -0.111 0.175 -0.047
C 3.0185 -0.4867 -0.4162 -0.027 0.136 -0.060 -0.030
C 1.7224 0.0297 -0.4946 0.051 -0.141 0.054 -0.112
C 1.2836 0.8809 -1.6824 0.045 0.031 -0.032 -0.351
C 0.3957 2.0721 -1.2916 0.151 -0.039 0.066 -0.055
C 2.4825 1.4067 -2.4807 -0.102 0.014 0.028 -0.089
C 0.8697 -0.3194 0.5595 0.018 0.096 -0.340 -0.232
O -0.4452 0.0953 0.5753 -0.086 -0.137 0.218 -0.104
C -1.3361 -0.7909 -0.0984 -0.093 0.093 -0.049 -0.134
C -2.7808 -0.4917 0.3100 0.065 -0.132 0.064 -0.245
C -3.0369 0.8657 0.9949 -0.204 0.134 -0.074 -0.103
C -4.3634 1.3216 0.3554 0.096 0.318 0.028 -0.193
O -4.9036 0.1990 -0.3210 0.020 -0.147 -0.131 -0.130
C -3.7724 -0.4730 -0.8546 -0.152 0.142 0.272 -0.176
C 1.2984 -1.0883 1.6270 0.186 -0.185 0.225 0.032
H 3.6738 -1.7972 3.5452 -0.010 0.004 0.017 0.083
H 2.2191 -2.7920 3.4294 0.037 0.003 0.017 0.074
H 3.6759 -3.2356 2.5318 0.010 -0.018 0.020 0.078
H 4.4675 -1.6405 0.6403 -0.029 0.001 0.025 0.112
H 3.7294 -0.2741 -1.2028 -0.043 0.022 0.006 0.098
H 0.7151 0.2310 -2.3587 -0.076 0.034 0.027 0.136
H 0.8459 2.6094 -0.4528 -0.035 0.034 -0.034 0.097
H 0.3213 2.7587 -2.1349 -0.051 0.024 -0.008 0.075
H -0.6038 1.7735 -0.9906 0.011 0.025 -0.025 0.056
H 2.1330 2.1006 -3.2463 0.018 -0.037 -0.005 0.075
H 3.0322 0.6127 -2.9851 0.031 -0.003 0.027 0.073
H 3.1695 1.9465 -1.8238 0.008 0.002 -0.062 0.091
H -1.0667 -1.8227 0.1447 -0.018 0.008 -0.014 0.134
H -1.2158 -0.6657 -1.1836 0.019 0.014 0.004 0.123
H -3.1481 -1.2634 0.9900 0.200 -0.042 0.028 0.144
H -2.2573 1.6021 0.8166 0.104 -0.102 -0.096 0.104
H -3.1088 0.7452 2.0751 -0.067 -0.012 -0.031 0.115
H -5.0990 1.7002 1.0639 -0.023 -0.138 -0.005 0.120
H -4.1664 2.1160 -0.3776 -0.005 -0.003 0.033 0.118
H -3.3648 0.0904 -1.7064 0.033 -0.036 -0.039 0.128
H -4.0867 -1.4626 -1.1801 0.002 0.005 -0.080 0.131
H 0.5914 -1.3103 2.4198 -0.025 0.037 -0.055 0.129
```
Positions in Å, forces in eV/Å.